{
  "formula": "C41H69AlBrI2N12O2S",
  "method": "the ωB97M-V functional and the def2-TZVPD basis",
  "multiplicity": 1,
  "charge": -1,
  "e_lumo_ev": 1.54,
  "e_tot_ha": -6220.97821,
  "homo_lumo_gap_ev": 7.536,
  "relative_energy_kcal_mol": 176.60,
  "species": ["C", "C", "C", "C", "C", "C", "C", "C", "C", "C", "C", "C", "C", "Al", "Br", "C", "I", "C", "C", "I", "S", "C", "O", "O", "H", "H", "H", "H", "H", "H", "H", "H", "H", "H", "H", "H", "H", "H", "H", "H", "H", "H", "H", "H", "H", "H", "H", "H", "H", "H", "H", "H", "H", "H", "H", "H", "H", "C", "C", "N", "H", "H", "H", "C", "C", "N", "H", "H", "H", "C", "C", "N", "H", "H", "H", "C", "C", "N", "H", "H", "H", "C", "C", "N", "H", "H", "H", "C", "C", "N", "H", "H", "H", "C", "C", "N", "H", "H", "H", "C", "C", "N", "H", "H", "H", "C", "C", "N", "H", "H", "H", "C", "C", "N", "H", "H", "H", "C", "C", "N", "H", "H", "H", "C", "C", "N", "H", "H", "H"],
  "xyz": [[-3.00808, -0.77765, 2.13281], [-1.82990, -0.41419, 1.05292], [-1.85988, -1.28762, -0.33375], [-2.11016, -2.89601, -0.14031], [-3.68509, -3.34073, 0.00553], [-4.68127, -2.74890, -1.15420], [-5.88693, -1.82080, -0.47597], [-6.11497, -0.52513, -1.46473], [-4.94364, 0.63195, -1.27370], [-5.58971, 2.08099, -1.69513], [-4.74804, 2.66912, -3.01193], [-3.25537, 3.24840, -2.61249], [-2.01809, 2.28953, -3.19438], [-0.16710, 3.13746, -2.89410], [-0.40413, 5.51586, -2.31609], [0.81639, 2.05127, -1.45563], [2.06045, 0.30389, -2.07304], [0.79295, 2.31576, 0.01647], [-0.11196, 3.55841, 0.63274], [1.93132, 1.13881, 1.51806], [1.15683, 3.13797, -4.81097], [2.86287, 3.73875, -4.20985], [0.58288, 4.26229, -5.70593], [1.24891, 1.74633, -5.48167], [-2.80820, -0.10771, 3.09157], [-4.08540, -0.44743, 1.74781], [-3.00186, -1.89051, 2.49570], [-2.01217, 0.72168, 0.73325], [-0.79987, -0.44244, 1.62994], [-0.77358, -1.17801, -0.81677], [-2.60571, -0.88479, -1.14535], [-1.42561, -3.35957, 0.71984], [-1.71701, -3.41411, -1.14148], [-4.16398, -3.07823, 1.05287], [-3.70670, -4.53006, -0.05906], [-5.23924, -3.66336, -1.67757], [-4.12509, -2.18178, -2.01914], [-5.64369, -1.47844, 0.62242], [-6.91442, -2.40379, -0.41776], [-7.20067, -0.09998, -1.26504], [-6.00125, -0.90924, -2.58493], [-4.48436, 0.60142, -0.19430], [-4.11137, 0.38074, -2.08515], [-5.66780, 2.85512, -0.82032], [-6.69083, 1.88369, -2.07749], [-4.67143, 1.80437, -3.82690], [-5.38201, 3.58343, -3.41690], [-3.20156, 3.33914, -1.42668], [-3.07349, 4.33805, -3.05219], [-2.25262, 2.12940, -4.33301], [-2.10636, 1.23895, -2.67500], [-1.04708, 3.65738, -0.09487], [-0.52422, 3.29218, 1.70673], [0.54104, 4.54361, 0.62730], [2.86833, 4.88839, -3.95268], [3.66192, 3.54408, -5.04380], [3.15061, 3.17866, -3.19860], [-2.58270, 3.12082, 4.40348], [-3.52752, 3.20368, 3.27723], [-4.27402, 3.26917, 2.38728], [-2.91620, 2.40176, 5.15926], [-1.58710, 2.80531, 4.07395], [-2.46610, 4.08711, 4.90567], [5.67546, -1.13454, -0.97592], [6.00879, -2.13024, 0.05629], [6.27224, -2.91696, 0.87190], [4.59443, -0.97563, -1.05063], [6.13131, -0.16201, -0.76207], [6.02580, -1.44533, -1.96595], [4.50012, -2.55075, 3.91243], [3.63634, -1.48158, 4.44037], [2.95385, -0.63672, 4.85748], [4.08920, -3.54386, 4.12303], [4.62076, -2.47426, 2.82663], [5.50239, -2.51551, 4.35255], [6.49148, 4.65358, -2.73375], [6.10861, 3.45259, -1.97283], [5.80608, 2.50358, -1.37165], [6.96520, 5.40469, -2.09274], [7.20135, 4.41666, -3.53332], [5.62344, 5.12943, -3.20233], [0.18366, 1.78878, -8.95962], [-0.21840, 0.58717, -9.70960], [-0.53604, -0.36232, -10.30217], [-0.66402, 2.46044, -8.78705], [0.59887, 1.53347, -7.97892], [0.94747, 2.36297, -9.49477], [0.98159, -3.02107, -5.05620], [-0.16195, -3.03461, -4.12878], [-1.06548, -3.04533, -3.39592], [0.86135, -2.26117, -5.83566], [1.92128, -2.80562, -4.53668], [1.10465, -3.98527, -5.56084], [9.85610, -1.25597, 0.35412], [9.31160, -0.71259, -0.90137], [8.88138, -0.28330, -1.89343], [9.50042, -0.69566, 1.22534], [9.56618, -2.30168, 0.50171], [10.95054, -1.21834, 0.37022], [4.68981, 0.82981, -6.13306], [5.82675, 1.75796, -6.25086], [6.72506, 2.49140, -6.34396], [4.93349, -0.03015, -5.50017], [3.81350, 1.31733, -5.69290], [4.38536, 0.43707, -7.10906], [-4.59587, -0.22806, 6.51336], [-3.32036, -0.45813, 5.81471], [-2.31249, -0.63996, 5.26272], [-5.38579, 0.08295, 5.82142], [-4.94804, -1.13240, 7.02082], [-4.50521, 0.55501, 7.27366], [9.46836, -5.93343, -0.05598], [10.60530, -5.00527, -0.17378], [11.50361, -4.27184, -0.26687], [9.71204, -6.79339, 0.57692], [8.59205, -5.44590, 0.38419], [9.16391, -6.32617, -1.03197], [-3.02904, -1.78247, 10.52195], [-4.19284, -1.63124, 9.63275], [-5.11245, -1.51170, 8.93019], [-2.11861, -2.01736, 9.96033], [-2.83180, -0.86681, 11.08942], [-3.17737, -2.58801, 11.24900], [-9.05806, -1.83184, 10.35976], [-8.16072, -1.81944, 11.52707], [-7.45166, -1.80958, 12.44939], [-9.98560, -2.37561, 10.56825], [-9.33897, -0.81826, 10.05464], [-8.58930, -2.31201, 9.49420]],
  "lowdin_charge": [-0.15, -0.24, -0.21, -0.22, -0.22, -0.20, -0.21, -0.22, -0.20, -0.21, -0.22, -0.28, -0.25, -0.10, 0.21, -0.67, 0.65, -0.76, -0.20, 0.63, 0.56, -0.23, -0.50, -0.52, 0.03, 0.06, 0.07, 0.10, 0.07, 0.09, 0.08, 0.12, 0.07, 0.08, 0.10, 0.11, 0.10, 0.09, 0.10, 0.10, 0.12, 0.10, 0.09, 0.11, 0.09, 0.12, 0.10, 0.11, 0.07, 0.07, 0.05, 0.04, 0.06, 0.08, 0.08, 0.06, 0.05, -0.07, -0.27, 0.13, 0.06, 0.08, 0.08, -0.09, -0.25, 0.11, 0.00, 0.05, 0.08, -0.08, -0.27, 0.12, 0.08, 0.04, 0.08, -0.07, -0.25, 0.15, 0.08, 0.08, 0.07, -0.07, -0.28, 0.10, 0.09, 0.06, 0.08, -0.07, -0.24, 0.15, 0.08, 0.07, 0.08, -0.08, -0.26, 0.13, 0.08, 0.05, 0.08, -0.07, -0.27, 0.11, 0.08, 0.04, 0.08, -0.10, -0.26, 0.14, 0.08, 0.02, 0.08, -0.07, -0.27, 0.13, 0.08, 0.08, 0.08, -0.06, -0.21, 0.13, 0.09, 0.08, 0.08, -0.08, -0.28, 0.11, 0.08, 0.08, 0.08]
}